Here is a cluster of 2 separate species, C4H13NSi in total at a distorted geometry from OMol25. Energies are from wB97M-V/def2-TZVPD.

maximum force = 3.89 eV/A
energy relative to the best compared isomer or geometry (same formula, charge and spin) = 3.865 eV

Cartesian coordinates (Å):
1 C -1.117 0.735 -0.936
2 C 2.635 1.775 2.707
3 C -1.762 -3.165 -1.872
4 C 0.238 1.120 -0.434
5 N 2.066 1.065 1.742
6 Si 0.495 0.471 1.364
7 H -1.237 -0.221 -1.260
8 H -1.865 0.952 -0.208
9 H -1.311 1.374 -1.869
10 H 3.640 1.848 2.864
11 H 2.058 1.991 3.595
12 H -2.600 -2.494 -1.641
13 H -1.432 -3.683 -0.892
14 H -1.988 -4.029 -2.560
15 H -1.013 -2.494 -2.310
16 H 0.221 2.241 -0.296
17 H 1.034 0.719 -1.056
18 H 2.542 1.090 0.827
19 H -0.604 0.705 2.234

Here is a cluster of 2 separate species, C4H13NSi in total at a distorted geometry from OMol25. Energies are from wB97M-V/def2-TZVPD.

maximum force = 3.10 eV/A
energy relative to the best compared isomer or geometry (same formula, charge and spin) = 2.482 eV

Cartesian coordinates (Å):
1 C 1.210 -1.197 -0.789
2 C 2.334 0.667 0.544
3 C -0.678 1.251 -0.296
4 C 1.162 -0.229 0.344
5 N -2.696 -0.732 0.875
6 Si -2.228 0.238 -0.481
7 H 0.255 -1.695 -0.924
8 H 1.968 -1.965 -0.595
9 H 1.479 -0.699 -1.719
10 H 3.188 0.069 0.878
11 H 2.138 1.420 1.304
12 H 2.618 1.161 -0.383
13 H -0.567 1.910 0.552
14 H -0.193 1.634 -1.179
15 H 0.703 -0.599 1.252
16 H -3.203 -0.275 1.617
17 H -2.014 -1.360 1.276
18 H -3.399 1.108 -0.682
19 H -2.078 -0.706 -1.595

Here is a structure of composition C4H14AuClN3O12P2 at a distorted geometry from OMol25. Energies are from wB97M-V/def2-TZVPD.

maximum force = 3.16 eV/A
net charge = +1
energy relative to the best compared isomer or geometry (same formula, charge and spin) = 1.238 eV

Cartesian coordinates (Å):
1 Au 0.154 0.396 0.052
2 C -5.261 -0.391 -0.660
3 O -4.009 -1.052 -0.395
4 C -2.915 -0.392 -0.151
5 O -1.895 -0.987 0.169
6 N -2.968 0.975 -0.160
7 N -1.787 1.693 0.051
8 H -5.993 -1.188 -0.715
9 H -5.231 0.132 -1.617
10 H -5.521 0.286 0.153
11 H -3.635 1.412 -0.780
12 H -1.868 2.241 0.903
13 H -1.568 2.292 -0.742
14 N 2.494 -3.553 1.946
15 C 1.512 -2.842 1.086
16 C 0.676 -3.782 0.252
17 P 0.462 -1.798 2.331
18 O -0.949 -2.500 2.259
19 O 1.128 -2.065 3.619
20 O 0.353 -0.313 1.937
21 P 2.621 -1.694 -0.035
22 O 2.427 -2.265 -1.486
23 O 3.975 -2.012 0.461
24 O 2.147 -0.247 0.083
25 H 2.308 -3.231 2.921
26 H 3.431 -3.192 1.638
27 H 2.458 -4.565 1.874
28 H 0.064 -4.427 0.886
29 H 1.301 -4.432 -0.364
30 H 0.014 -3.226 -0.410
31 H -1.523 -2.144 1.555
32 H 1.647 -1.952 -1.970
33 O -0.054 0.083 -4.095
34 Cl -0.522 -0.019 -2.787
35 O -0.068 -1.229 -2.150
36 O -1.934 0.085 -2.673
37 O 0.059 1.108 -1.955

Here is a structure of composition C4H14BaO6 at a distorted geometry from OMol25. Energies are from wB97M-V/def2-TZVPD.

maximum force = 4.01 eV/A
net charge = -2
electronic energy = -637.5672 Ha

Cartesian coordinates (Å):
1 Ba 13.573 -13.055 -17.130
2 O 13.824 -11.401 -14.991
3 H 13.471 -12.261 -14.746
4 O 11.352 -14.122 -18.598
5 H 11.742 -14.725 -17.959
6 O 14.489 -12.237 -19.841
7 C 14.587 -10.817 -19.580
8 C 13.267 -10.166 -19.039
9 O 12.584 -10.607 -17.918
10 H 15.020 -10.438 -20.519
11 H 15.361 -10.645 -18.804
12 H 12.538 -9.941 -19.853
13 H 13.541 -9.085 -18.880
14 C 16.928 -14.532 -16.649
15 O 16.299 -13.387 -17.177
16 H 16.201 -15.128 -16.093
17 H 17.283 -15.157 -17.480
18 H 17.803 -14.319 -16.025
19 H 16.718 -13.146 -18.013
20 C 12.923 -16.374 -14.941
21 O 12.887 -14.944 -15.089
22 H 12.795 -16.718 -15.971
23 H 13.865 -16.703 -14.504
24 H 12.136 -16.832 -14.339
25 H 12.030 -14.650 -14.758

Here is a cluster of 2 separate species, C4H14N in total at a distorted geometry from OMol25. Energies are from wB97M-V/def2-TZVPD.

maximum force = 2.02 eV/A
net charge = +1
energy relative to the best compared isomer or geometry (same formula, charge and spin) = 0.643 eV

Cartesian coordinates (Å):
1 C -0.304 -1.714 -0.356
2 C 0.803 -2.315 0.462
3 N -1.078 -0.748 0.466
4 H -0.039 -1.301 -1.327
5 H -0.986 -2.498 -0.695
6 H 0.444 -2.762 1.384
7 H 1.564 -1.569 0.709
8 H -0.440 -0.005 0.821
9 H -1.896 -0.313 0.042
10 H -1.295 -1.191 1.361
11 H 1.327 -3.135 -0.028
12 C 0.731 2.137 0.291
13 C -0.084 2.519 -0.941
14 H 0.773 2.917 1.053
15 H 0.419 1.219 0.800
16 H 1.784 2.038 0.019
17 H -0.222 1.743 -1.685
18 H 0.493 3.257 -1.497
19 H -1.043 2.929 -0.626

Here is a cluster of 2 separate species, C4H14N2 in total at a distorted geometry from OMol25. Energies are from wB97M-V/def2-TZVPD.

maximum force = 1.75 eV/A
SMILES = CNC.CNC
energy relative to the best compared isomer or geometry (same formula, charge and spin) = 0.930 eV

Cartesian coordinates (Å):
1 C -1.376 1.543 -1.490
2 N -1.390 0.122 -1.253
3 C -2.506 -0.417 -0.532
4 H -1.001 2.137 -0.654
5 H -2.359 1.930 -1.820
6 H -0.750 1.777 -2.347
7 H -1.253 -0.363 -2.127
8 H -3.478 -0.127 -0.967
9 H -2.536 -1.493 -0.435
10 H -2.565 0.051 0.454
11 C 2.693 -0.717 0.250
12 N 1.430 -0.171 0.699
13 C 1.310 -0.224 2.164
14 H 2.901 -1.735 0.631
15 H 3.548 -0.078 0.480
16 H 2.671 -0.853 -0.835
17 H 0.715 -0.750 0.268
18 H 2.125 0.408 2.511
19 H 0.366 0.206 2.483
20 H 1.456 -1.247 2.522

Here is a cluster of 2 separate species, C4H14N2O in total at a distorted geometry from OMol25. Energies are from wB97M-V/def2-TZVPD.

maximum force = 2.91 eV/A
net charge = -1
2S+1 = 2
energy relative to the best compared isomer or geometry (same formula, charge and spin) = 1.666 eV

Cartesian coordinates (Å):
1 N 1.101 -1.412 -0.264
2 C 1.395 -0.052 -0.571
3 C 2.353 0.569 0.459
4 C 0.073 0.832 -0.446
5 N -1.001 0.366 -1.360
6 C -2.217 0.949 -0.882
7 H 1.683 -1.822 0.481
8 H 0.222 -1.402 0.248
9 H 1.762 0.118 -1.587
10 H 3.065 1.174 -0.089
11 H 2.823 -0.024 1.271
12 H 1.966 1.544 0.847
13 H 0.344 1.842 -0.782
14 H -0.186 0.620 0.600
15 H -0.778 0.809 -2.237
16 H -2.290 0.990 0.264
17 H -2.262 2.066 -0.961
18 H -3.107 0.381 -1.215
19 H -1.935 -2.088 1.515
20 H -1.800 -2.921 2.688
21 O -1.211 -2.540 2.021

Here is a cluster of 2 separate species, C4H14N2O in total at a distorted geometry from OMol25. Energies are from wB97M-V/def2-TZVPD.

maximum force = 1.42 eV/A
SMILES = CC[C@H](N)CN.O
energy relative to the best compared isomer or geometry (same formula, charge and spin) = 1.020 eV

Cartesian coordinates (Å):
1 C -0.941 -2.174 0.131
2 C -1.492 -0.869 -0.476
3 C -0.512 0.290 -0.241
4 N -0.268 0.483 1.186
5 C -1.021 1.579 -0.903
6 N -0.161 2.753 -0.790
7 H 0.142 -2.289 0.034
8 H -1.203 -2.229 1.184
9 H -1.380 -3.056 -0.349
10 H -2.401 -0.644 0.078
11 H -1.637 -0.970 -1.544
12 H 0.436 0.051 -0.733
13 H 0.589 0.090 1.545
14 H -0.446 1.404 1.553
15 H -1.101 1.347 -1.969
16 H -2.017 1.820 -0.526
17 H 0.681 2.626 -1.339
18 H 0.159 2.825 0.168
19 O 4.002 -0.675 0.962
20 H 4.400 -1.197 0.252
21 H 4.171 -1.167 1.777

Here is a cluster of 2 separate species, C4H14N2O in total at a distorted geometry from OMol25. Energies are from wB97M-V/def2-TZVPD.

maximum force = 4.36 eV/A
SMILES = NCCCCN.O
energy relative to the best compared isomer or geometry (same formula, charge and spin) = 2.846 eV

Cartesian coordinates (Å):
1 N 1.458 -1.100 -2.150
2 C 1.023 -1.175 -0.763
3 C -0.182 -0.306 -0.141
4 C -0.408 1.101 -0.852
5 C 0.579 2.159 -0.144
6 N 0.032 2.603 1.120
7 H 2.393 -0.766 -2.372
8 H 0.914 -0.430 -2.666
9 H 1.843 -0.934 -0.094
10 H 0.865 -2.244 -0.551
11 H -1.107 -0.958 -0.389
12 H -0.302 -0.509 0.982
13 H -1.456 1.465 -0.776
14 H -0.196 1.195 -1.927
15 H 1.425 1.634 0.076
16 H 0.711 2.786 -1.017
17 H -0.478 1.827 1.484
18 H 0.701 2.931 1.835
19 O -2.123 -2.673 2.494
20 H -2.459 -3.624 2.403
21 H -2.376 -2.183 1.668

Here is a cluster of 2 separate species, C4H14N2O in total at a distorted geometry from OMol25. Energies are from wB97M-V/def2-TZVPD.

maximum force = 2.90 eV/A
SMILES = NCCCCN.O
energy relative to the best compared isomer or geometry (same formula, charge and spin) = 1.973 eV

Cartesian coordinates (Å):
1 N 2.739 -1.799 0.636
2 C 2.362 -0.424 0.325
3 C 0.965 -0.300 -0.271
4 C -0.212 -0.063 0.735
5 C -0.571 1.434 0.754
6 N -1.544 1.902 -0.254
7 H 2.154 -2.266 1.300
8 H 3.672 -2.083 0.414
9 H 2.292 0.112 1.289
10 H 3.153 0.037 -0.268
11 H 0.885 0.613 -0.880
12 H 0.691 -1.028 -1.063
13 H -1.112 -0.642 0.509
14 H -0.041 -0.289 1.789
15 H 0.282 2.082 0.900
16 H -1.219 1.642 1.617
17 H -1.157 2.415 -1.036
18 H -2.317 2.447 0.087
19 O -3.834 -1.585 -1.981
20 H -2.919 -1.335 -2.142
21 H -4.269 -0.868 -2.459

Here is a cluster of 2 separate species, C4H14N2O in total at a distorted geometry from OMol25. Energies are from wB97M-V/def2-TZVPD.

maximum force = 1.88 eV/A
SMILES = CNCCCN.O
energy relative to the best compared isomer or geometry (same formula, charge and spin) = 1.701 eV

Cartesian coordinates (Å):
1 C -0.841 2.448 0.390
2 N -0.261 1.308 -0.265
3 C 0.967 0.713 0.231
4 C 0.949 -0.805 0.320
5 C 0.931 -1.402 -1.104
6 N 2.216 -1.156 -1.757
7 H -1.855 2.633 0.050
8 H -0.768 2.357 1.475
9 H -0.264 3.368 0.194
10 H -0.879 0.805 -0.872
11 H 1.192 1.175 1.204
12 H 1.760 1.100 -0.397
13 H 0.008 -1.077 0.809
14 H 1.800 -1.161 0.891
15 H 0.174 -0.876 -1.666
16 H 0.771 -2.475 -1.007
17 H 3.027 -1.495 -1.258
18 H 2.234 -1.559 -2.685
19 O -3.561 -0.943 1.847
20 H -4.487 -1.186 1.936
21 H -3.113 -1.772 1.663

Here is a cluster of 2 separate species, C4H14N2O in total at a distorted geometry from OMol25. Energies are from wB97M-V/def2-TZVPD.

maximum force = 5.24 eV/A
SMILES = CN(C)CCN.O
energy relative to the best compared isomer or geometry (same formula, charge and spin) = 4.438 eV

Cartesian coordinates (Å):
1 C 1.428 1.159 1.721
2 N 1.636 -0.034 0.878
3 C 1.145 -1.443 1.083
4 C 1.013 0.482 -0.476
5 C 0.354 -0.445 -1.523
6 N -0.841 0.119 -2.015
7 H 1.047 0.933 2.753
8 H 2.344 1.741 1.719
9 H 0.548 1.705 1.424
10 H 0.148 -1.360 1.507
11 H 1.824 -2.037 1.762
12 H 0.883 -1.981 0.195
13 H 0.041 1.026 -0.081
14 H 1.556 1.375 -0.762
15 H 1.086 -0.320 -2.329
16 H 0.290 -1.545 -1.464
17 H -0.971 -0.210 -2.971
18 H -1.759 0.255 -1.523
19 O -3.561 0.129 0.361
20 H -3.771 0.816 -0.255
21 H -4.180 -0.774 0.256